1.
Formula: C31H47BrEuN2P2
Source: the OMol25 dataset
Level of theory: the ωB97M-V functional and the def2-TZVPD basis

## Properties
Multiplicity: 8
Relative energy (zero: lowest compared OMol25 entry of this formula, charge and spin) (kJ/mol): 530.5
⟨S²⟩: 15.828
Total charge: +2
HOMO-LUMO gap (spin up / spin down) (eV): 4.52 / 2.68

Positions of all 84 atoms, in Å:
1 N -7.198 5.696 -6.880
2 C -6.878 6.305 -5.742
3 C -6.158 5.657 -4.730
4 C -5.693 4.344 -4.953
5 C -6.025 3.732 -6.180
6 C -6.806 4.445 -7.102
7 C -4.870 3.663 -3.952
8 Eu 0.524 0.399 0.279
9 P 6.133 -0.903 -1.059
10 C -3.749 2.961 -4.274
11 C -2.881 2.330 -3.300
12 C -1.725 1.612 -3.702
13 C -0.879 1.013 -2.743
14 C -1.225 1.116 -1.405
15 C -2.325 1.823 -0.967
16 C -3.167 2.433 -1.919
17 Br 2.029 -1.396 1.745
18 H -5.177 3.791 -2.909
19 H -3.431 2.890 -5.321
20 H -5.916 6.194 -3.816
21 H -5.699 2.720 -6.416
22 H -7.201 7.339 -5.613
23 H -7.109 3.978 -8.041
24 H -1.490 1.527 -4.768
25 H -4.044 2.995 -1.587
26 H 0.022 0.474 -3.057
27 H -2.584 1.926 0.091
28 P -0.533 -1.995 -1.019
29 C 5.574 0.852 -0.909
30 C 6.663 1.823 -1.366
31 H 5.320 1.014 0.148
32 H 4.663 0.966 -1.513
33 H 6.497 2.808 -0.919
34 H 7.659 1.479 -1.065
35 H 6.660 1.947 -2.454
36 C 5.302 -1.351 -2.649
37 C 5.991 -2.507 -3.371
38 H 5.323 -0.443 -3.268
39 H 4.257 -1.596 -2.417
40 H 5.713 -2.497 -4.431
41 H 7.081 -2.432 -3.308
42 H 5.689 -3.476 -2.960
43 C 4.999 -1.720 0.142
44 C 5.711 -2.069 1.447
45 H 4.592 -2.619 -0.343
46 H 4.159 -1.037 0.332
47 H 5.142 -2.835 1.984
48 H 6.722 -2.449 1.262
49 H 5.783 -1.194 2.103
50 C -0.450 -3.434 0.144
51 C -1.601 -4.431 0.191
52 H -0.265 -2.998 1.140
53 H 0.481 -3.958 -0.117
54 H -2.533 -3.994 0.565
55 H -1.795 -4.888 -0.786
56 H -1.330 -5.241 0.879
57 C 0.570 -2.582 -2.378
58 C 0.056 -2.554 -3.818
59 H 0.854 -3.606 -2.095
60 H 1.483 -1.968 -2.292
61 H -0.461 -3.490 -4.065
62 H -0.614 -1.712 -4.029
63 H 0.913 -2.463 -4.497
64 C -2.204 -2.112 -1.739
65 C -3.283 -1.596 -0.787
66 H -2.365 -3.160 -2.023
67 H -2.199 -1.523 -2.665
68 H -4.019 -0.998 -1.340
69 H -3.806 -2.425 -0.292
70 H -2.872 -0.935 -0.007
71 N -1.410 0.547 2.060
72 C -1.009 0.152 3.373
73 C 0.159 0.709 3.896
74 C 0.581 0.318 5.172
75 C -0.186 -0.583 5.919
76 C -1.343 -1.151 5.368
77 C -1.748 -0.808 4.072
78 H -1.490 1.563 1.945
79 H -2.265 0.102 1.723
80 H 0.751 1.413 3.293
81 H 1.512 0.722 5.573
82 H 0.117 -0.843 6.935
83 H -1.942 -1.854 5.952
84 H -2.646 -1.246 3.618

---

2.
Formula: C31H47Cl2F2O10
Source: the OMol25 dataset
Level of theory: the ωB97M-V functional and the def2-TZVPD basis

## Properties
Total charge: -1
HOMO-LUMO gap (eV): 7.96

Positions of all 92 atoms, in Å:
1 C 12.802 7.208 15.979
2 C 13.211 6.867 14.589
3 O 14.258 6.180 14.529
4 O 12.486 7.246 13.660
5 H 13.592 7.781 16.484
6 H 12.629 6.336 16.661
7 H 11.875 7.739 15.825
8 O 8.933 7.838 13.754
9 C 9.203 7.088 12.835
10 O 8.703 7.230 11.613
11 C 7.829 8.369 11.525
12 C 8.815 9.554 11.445
13 C 10.077 5.860 12.839
14 H 7.184 8.367 12.435
15 H 7.252 8.295 10.603
16 H 8.380 10.575 11.226
17 H 9.464 9.467 10.632
18 H 9.418 9.599 12.361
19 H 10.624 5.696 11.850
20 H 9.544 4.970 13.018
21 H 10.841 5.976 13.596
22 O 7.107 7.889 17.869
23 C 8.259 8.090 17.557
24 O 9.314 7.333 18.011
25 C 8.991 6.056 18.609
26 C 9.296 6.328 20.034
27 C 8.591 9.238 16.743
28 H 9.777 5.348 18.212
29 H 8.014 5.768 18.289
30 H 10.327 6.543 20.184
31 H 9.115 5.459 20.657
32 H 8.672 7.136 20.413
33 H 9.257 9.935 17.317
34 H 7.661 9.750 16.547
35 H 9.153 8.966 15.873
36 O 11.509 12.658 13.019
37 C 12.086 11.599 13.151
38 O 12.483 11.163 14.343
39 C 12.539 11.966 15.525
40 C 13.495 11.330 16.490
41 C 12.313 10.498 12.131
42 H 11.490 12.035 15.938
43 H 12.776 12.962 15.175
44 H 13.402 11.818 17.455
45 H 14.475 11.295 16.067
46 H 13.103 10.320 16.664
47 H 12.219 10.836 11.063
48 H 11.442 9.804 12.187
49 H 13.182 9.921 12.289
50 O 16.759 13.218 12.858
51 C 17.382 12.534 12.049
52 O 17.005 11.314 11.640
53 C 15.773 10.684 12.011
54 C 15.925 9.812 13.219
55 C 18.759 12.878 11.506
56 H 15.611 10.071 11.063
57 H 15.007 11.421 12.149
58 H 16.616 9.000 12.976
59 H 14.914 9.337 13.341
60 H 16.158 10.304 14.182
61 H 19.387 12.436 12.234
62 H 18.928 13.904 11.544
63 H 18.929 12.430 10.503
64 F 11.902 7.842 8.265
65 C 13.106 7.560 8.797
66 C 13.164 7.210 10.163
67 C 14.408 7.081 10.715
68 C 15.563 7.242 9.945
69 C 15.487 7.637 8.645
70 C 14.225 7.776 8.017
71 H 12.271 6.897 10.647
72 H 14.409 6.939 11.766
73 H 16.513 7.327 10.439
74 H 16.358 7.583 8.078
75 H 14.160 8.190 6.991
76 F 20.044 7.710 12.706
77 C 19.186 6.672 12.471
78 C 18.038 6.605 13.216
79 C 17.172 5.564 13.019
80 C 17.494 4.590 12.043
81 C 18.612 4.685 11.236
82 C 19.433 5.809 11.441
83 H 17.787 7.369 13.868
84 H 16.182 5.594 13.453
85 H 16.778 3.778 11.871
86 H 18.771 3.880 10.492
87 H 20.216 6.017 10.745
88 C 16.620 6.101 16.813
89 Cl 17.499 7.173 17.973
90 Cl 15.756 4.936 17.695
91 H 15.962 6.742 16.196
92 H 17.384 5.602 16.237

---

3.
Formula: C31H47F3N2O7S2
Source: the OMol25 dataset
Level of theory: the ωB97M-V functional and the def2-TZVPD basis

## Properties
SMILES: C#CC1=C(CCCSC(=S)N(CC)CC)C(=O)C(N)=C(C[C@@H](O)C(F)(F)F)C1=O.CC(C)=O.CC(C)=O.CC(C)=O.CC(C)=O
HOMO-LUMO gap (eV): 7.26

Positions of all 92 atoms, in Å:
1 C 3.023 4.071 -0.977
2 C 2.068 3.708 -0.337
3 C 1.025 3.581 0.673
4 C 1.137 2.752 1.709
5 C 2.332 1.857 1.965
6 C 1.912 0.401 2.324
7 C 1.991 -0.585 1.149
8 S 0.554 -0.427 0.016
9 C 0.683 -1.789 -1.162
10 S 2.198 -2.141 -1.721
11 N -0.476 -2.462 -1.511
12 C -1.041 -3.230 -0.370
13 C -0.018 -4.087 0.403
14 C -0.341 -3.276 -2.725
15 C -0.191 -2.444 -4.023
16 C -0.069 2.706 2.654
17 O 0.039 2.647 3.850
18 C -1.427 2.758 1.936
19 N -2.446 1.902 2.402
20 C -1.537 3.585 0.893
21 C -2.823 3.675 0.087
22 C -3.836 4.736 0.588
23 O -3.368 6.028 0.235
24 C -5.164 4.460 -0.168
25 F -5.665 3.244 0.137
26 F -4.944 4.423 -1.496
27 F -6.113 5.350 0.134
28 C -0.282 4.390 0.546
29 O -0.305 5.549 0.242
30 H 3.927 4.340 -1.488
31 H 2.959 2.230 2.795
32 H 2.988 1.838 1.080
33 H 2.618 0.043 3.095
34 H 0.911 0.312 2.779
35 H 1.908 -1.602 1.583
36 H 2.964 -0.578 0.628
37 H -1.563 -2.511 0.284
38 H -1.810 -3.925 -0.743
39 H 0.432 -4.885 -0.209
40 H -0.580 -4.609 1.201
41 H 0.760 -3.493 0.905
42 H -1.300 -3.818 -2.835
43 H 0.422 -4.073 -2.642
44 H -0.331 -3.138 -4.873
45 H -1.047 -1.752 -4.058
46 H 0.781 -1.948 -4.112
47 H -3.302 2.404 2.608
48 H -2.083 1.444 3.235
49 H -3.301 2.678 0.144
50 H -2.586 3.838 -0.976
51 H -4.038 4.629 1.666
52 H -4.002 6.414 -0.382
53 C 6.909 -0.954 1.178
54 C 5.941 -0.692 0.056
55 C 6.466 -0.791 -1.354
56 O 4.783 -0.411 0.276
57 H 6.395 -0.848 2.126
58 H 7.301 -1.971 1.102
59 H 7.726 -0.234 1.140
60 H 6.838 -1.799 -1.542
61 H 7.266 -0.064 -1.505
62 H 5.660 -0.577 -2.055
63 C -7.354 0.939 -4.651
64 C -6.229 0.568 -3.716
65 C -5.592 1.686 -2.929
66 O -5.855 -0.577 -3.605
67 H -7.718 0.043 -5.151
68 H -8.176 1.385 -4.087
69 H -6.996 1.642 -5.405
70 H -6.337 2.163 -2.291
71 H -5.158 2.421 -3.609
72 H -4.801 1.280 -2.300
73 C 6.634 1.675 5.596
74 C 6.551 1.841 4.099
75 C 6.083 3.177 3.578
76 O 6.847 0.939 3.347
77 H 6.983 0.671 5.829
78 H 7.338 2.397 6.012
79 H 5.648 1.817 6.041
80 H 6.763 3.964 3.906
81 H 5.073 3.384 3.936
82 H 6.071 3.155 2.489
83 C -4.741 -7.027 -0.712
84 C -3.339 -6.635 -1.105
85 C -2.678 -7.439 -2.197
86 O -2.768 -5.713 -0.567
87 H -5.091 -6.367 0.080
88 H -5.409 -6.931 -1.570
89 H -4.752 -8.054 -0.345
90 H -3.257 -7.361 -3.119
91 H -2.599 -8.484 -1.894
92 H -1.678 -7.048 -2.376